The following is a quantum chemistry calculation of C4H6OV as an isolated structure at a distorted geometry, from OMol25.

Structure (XYZ):
```
12
Properties=species:S:1:pos:R:3:forces:R:3
V -2.10793 0.02987 1.94433 -2.3 -0.6 2.3
O -0.85266 0.41981 0.85428 1.3 0.7 -0.3
C 1.03264 -1.33897 -1.91179 1.4 0.3 0.5
C 1.56508 -0.04869 -1.62201 -3.1 2.2 -1.0
C -0.50730 0.31611 -0.39266 1.0 0.0 -3.7
C 0.79180 0.80083 -0.81905 3.1 -2.1 1.6
H 2.15622 0.42939 -2.40626 0.6 -0.1 0.4
H -1.17607 0.82275 -1.14113 -0.5 -1.3 0.3
H 1.16445 -1.65354 -2.95251 -0.6 -0.2 0.2
H 1.28048 1.57415 -0.22197 -0.3 0.4 -0.5
H 1.35082 -2.11857 -1.21075 -1.0 -0.1 0.2
H -0.30417 -1.02650 -1.03178 0.3 1.0 0.0
```
Forces are in eV/Å.

Output
Spin multiplicity: 4
Highest occupied orbital energy (spin up / spin down): -18.75 / -18.90 eV
Molar mass: 121.0 g/mol
ΔE to the lowest compared entry with this formula, charge and spin: 2.86 kcal per mole
⟨S²⟩: 3.761
Net charge: +2
E_LUMO (spin up / spin down): -10.51 / -10.15 eV
DFT total energy: -1174.35845 Ha
Gap between HOMO and LUMO (spin up / spin down): 8.24 / 8.75 eV